C9H17HoNOP as an isolated structure in a non-equilibrium geometry. Source: the Open Molecules 2025 dataset; level of theory: ωB97M-V/def2-TZVPD.

Values from the calculation:
Orbital gap (alpha / beta): 4.73 / 4.74 eV
HOMO energy (alpha / beta): -4.9 / -5.3 eV
Spin multiplicity: 5

Last column: Löwdin charge in e.
Cartesian coordinates (Å):
C -0.50571 0.36371 -2.93226  -0.249
C -1.22244 1.40165 -3.58123  -0.206
C -0.30866 2.46379 -3.87796  -0.195
C 0.99463 2.04841 -3.49076  -0.204
C 0.88640 0.75415 -2.87554  -0.245
Ho 0.84902 -1.77166 -0.31751  0.795
P -0.33285 -3.99495 -1.38352  0.548
H -0.91030 -0.59316 -2.58396  0.029
H -2.28639 1.40727 -3.79550  0.058
H -0.56414 3.42516 -4.31805  0.062
H 1.68617 0.10957 -2.49049  0.013
H 1.91348 2.62498 -3.56632  0.058
H 0.65910 -4.69686 -2.20000  -0.111
H -1.43269 -4.07066 -2.32445  -0.117
H -0.70526 -5.12300 -0.55568  -0.125
C 0.04389 0.73761 4.10546  -0.011
N -0.18703 0.77596 2.64683  -0.114
C -0.90971 1.92039 2.08373  0.006
C 0.22436 -0.18669 1.87156  -0.454
C 1.11737 -1.34280 2.30711  -0.098
O -0.13490 -0.17634 0.60527  -0.228
H -0.25415 1.69470 4.54470  0.092
H 1.10405 0.55571 4.32096  0.092
H -0.54104 -0.06601 4.57477  0.105
H -0.30213 2.45727 1.33911  0.117
H -1.85523 1.61179 1.61779  0.109
H -1.13402 2.60792 2.91175  0.090
H 0.60189 -2.33028 2.18468  0.051
H 2.12550 -1.31231 1.81217  0.058
H 1.38081 -1.29531 3.36730  0.077

=====

C9H17Li2O9P as an isolated structure in a non-equilibrium geometry. Source: the Open Molecules 2025 dataset; level of theory: ωB97M-V/def2-TZVPD.

Values from the calculation:
Orbital gap: 3.60 eV
HOMO energy: 0.9 eV
Total charge: -2

Last column: Löwdin charge in e.
Cartesian coordinates (Å):
Li 16.96747 8.54167 -8.46426  0.655
Li 19.00511 6.70966 -7.26671  0.582
P 17.32032 6.14468 -8.78842  -0.173
O 18.39527 7.30089 -8.95823  -0.608
O 16.89356 5.25275 -9.96898  -0.496
O 16.01448 6.90527 -8.35208  -0.572
O 17.70823 5.25736 -7.59875  -0.482
O 17.99155 9.69779 -4.49003  0.030
C 18.11232 8.90617 -5.61228  -0.799
O 18.69875 7.81135 -5.51920  -0.051
O 17.62310 9.37496 -6.67731  -0.114
H 17.45675 10.42391 -4.86612  0.090
C 20.02329 1.07465 -6.66082  -0.185
C 20.89728 2.25577 -7.04707  -0.179
C 20.13007 2.93913 -8.22014  -0.178
O 18.85721 2.31564 -8.22952  -0.118
C 18.64967 1.62595 -7.02087  -0.220
H 20.10070 0.89561 -5.58254  0.099
H 20.28256 0.16938 -7.21000  0.100
H 21.93818 2.00155 -7.26846  0.095
H 20.93341 2.97242 -6.22169  0.092
H 20.61744 2.73134 -9.17461  0.112
H 20.07513 4.01443 -8.02912  0.094
H 17.89310 0.86514 -7.22943  0.114
H 18.21876 2.28231 -6.25565  0.126
C 22.83516 5.29982 -5.79065  -0.154
C 23.08449 5.36656 -7.30029  -0.162
C 21.98259 6.28207 -7.80681  -0.183
O 20.93265 6.12642 -6.85633  -0.211
C 21.55031 6.12957 -5.58063  -0.191
H 23.67862 5.68251 -5.21192  0.097
H 22.63705 4.28122 -5.45841  0.087
H 23.01505 4.39073 -7.78094  0.097
H 24.06204 5.79218 -7.54329  0.100
H 21.61881 6.03471 -8.80128  0.132
H 22.23380 7.35026 -7.75165  0.127
H 20.84971 5.74877 -4.83955  0.127
H 21.71241 7.16701 -5.25901  0.119

=====

A 2-piece molecular cluster, C9H17N2O3 overall in a non-equilibrium geometry. Source: the Open Molecules 2025 dataset; level of theory: ωB97M-V/def2-TZVPD.

Values from the calculation:
Orbital gap (alpha / beta): 7.73 / 7.45 eV
HOMO energy (alpha / beta): -10.1 / -13.2 eV
Spin multiplicity: 3
Total charge: +1

Last column: Löwdin charge in e.
Cartesian coordinates (Å):
C 2.47008 -2.23715 -1.96279  0.108
C 2.16408 -1.67280 -0.61141  -0.162
C -1.45860 2.05576 2.92750  -0.076
C 0.82396 2.89196 1.10182  0.006
C -1.26946 -2.86745 -2.28427  0.102
C 1.61970 -2.42246 0.51195  -0.005
C -1.32778 1.42284 1.49664  -0.132
C 0.10492 1.59063 0.92663  -0.421
C 0.06218 -2.39719 -1.13373  -0.093
N 1.15408 -1.64487 -1.67984  -0.172
N 0.22603 -2.91531 0.02846  -0.224
O 0.80333 -0.46322 -2.30964  0.107
O -0.54662 -3.53111 0.71454  0.149
O 0.61304 0.70742 0.31350  0.045
H 3.09759 -1.65788 -2.55906  0.130
H 2.42162 -3.29469 -1.99558  0.142
H 2.72848 -0.67662 -0.49278  0.200
H -1.69176 3.12381 2.91054  0.082
H -0.66295 1.72261 3.64889  0.103
H -2.32818 1.56508 3.27443  0.050
H 0.52772 3.65695 0.33587  0.121
H 0.68755 3.51216 1.93149  0.062
H 1.84856 2.73882 0.78265  0.088
H -1.62272 -3.81166 -1.82755  0.068
H -0.91009 -3.02924 -3.26503  0.040
H -2.02101 -2.08275 -2.34117  0.062
H 1.49786 -1.87648 1.46114  0.139
H 2.29696 -3.29924 0.82026  0.165
H -1.93208 1.91023 0.80124  0.099
H -1.58928 0.39119 1.52293  0.099
H 0.45269 0.12498 -1.60171  0.118

=====

An isolated ion of composition C9H17N2S and charge +1 in a non-equilibrium geometry. Source: the Open Molecules 2025 dataset; level of theory: ωB97M-V/def2-TZVPD.

Values from the calculation:
Orbital gap: 8.79 eV
SMILES string: [H]/N=C1\CC(=C)[N@H+]1[C@H](C)[C@@H](C)CS
HOMO energy: -12.6 eV
Total charge: +1

Last column: Löwdin charge in e.
Cartesian coordinates (Å):
C 2.08310 0.16239 -0.74036  -0.252
C 2.38106 0.26522 -2.02001  0.176
C 2.65113 -0.52408 0.44900  -0.006
C -1.15540 -1.38984 1.19549  -0.416
C -1.28724 0.02857 0.67652  -0.435
C -0.47048 0.49620 -0.47678  -0.270
C 1.53928 0.16292 1.23973  -0.282
C -2.78543 0.18265 0.23660  -0.041
C -0.86375 1.72177 -1.42827  0.025
N 1.06028 0.42530 2.36266  0.241
N 0.97562 0.74476 -0.00132  0.057
S -0.48062 -2.49618 -0.18964  0.769
H 2.02839 0.84656 -2.71556  0.027
H 3.12175 -0.35353 -2.43835  0.089
H 2.87461 -1.63473 0.37072  0.157
H 3.61892 -0.17905 0.89535  0.150
H -0.64210 -1.41095 2.05766  0.020
H -2.13466 -1.86226 1.43088  0.089
H -1.01727 0.65951 1.53774  0.126
H -0.49003 -0.48032 -1.11681  0.090
H -2.69174 -0.34464 -0.75062  0.095
H -3.20442 1.15159 -0.01900  0.077
H -3.46952 -0.34237 0.97944  0.110
H -1.16886 2.61080 -0.92525  0.089
H -1.79534 1.38626 -1.87351  0.089
H -0.10074 1.90117 -2.07507  0.040
H -1.13257 -3.50582 0.34532  -0.139
H 1.53375 -0.02966 3.11441  0.098
H 1.02227 1.80772 -0.12095  0.229

=====

An isolated ion of composition C9H17N2S2 and charge +1 in a non-equilibrium geometry. Source: the Open Molecules 2025 dataset; level of theory: ωB97M-V/def2-TZVPD.

Values from the calculation:
Orbital gap: 7.21 eV
HOMO energy: -12.4 eV
Total charge: +1

Last column: Löwdin charge in e.
Cartesian coordinates (Å):
C -0.45391 1.45674 -0.10202  -0.754
C 1.00216 1.10363 -0.05074  -0.483
C -0.34853 -1.56870 -0.45611  -0.117
C -0.91735 -0.45475 -1.36308  -0.119
C 0.28287 -1.08612 0.84141  -0.188
C -3.35865 0.91763 0.89877  -0.063
C 3.35120 -1.08036 -0.23877  -0.087
C -2.79492 1.10278 -0.53058  -0.232
C 2.71109 -0.65909 1.09213  -0.208
N -1.42347 0.66199 -0.60776  -0.142
N 1.35973 -0.17303 0.70328  -0.080
S -0.80520 2.94325 0.51024  0.841
S 2.26820 2.11370 -0.50046  0.989
H -0.98289 -2.36489 -0.20880  0.109
H 0.41931 -1.98465 -1.06397  0.099
H -0.25199 -0.19188 -2.18173  0.132
H -1.83242 -0.94040 -1.82587  0.151
H -0.46489 -0.97713 1.63292  0.143
H 0.82535 -1.96820 1.19570  0.125
H -2.98512 -0.03904 1.14855  0.056
H -2.84859 1.59288 1.56672  0.032
H -4.44222 1.08772 0.93897  0.098
H 2.69464 -1.86457 -0.61039  0.058
H 3.35648 -0.21127 -0.97134  0.054
H 4.35093 -1.67686 -0.08602  0.129
H -3.45155 0.46519 -1.23030  0.155
H -2.87014 2.11403 -0.83598  0.078
H 3.29603 0.12151 1.66028  0.133
H 2.68080 -1.50827 1.86525  0.153
H 1.63307 3.06816 -1.19031  -0.062

=====

One molecule with the formula C9H17N3O in a non-equilibrium geometry. Source: the Open Molecules 2025 dataset; level of theory: ωB97M-V/def2-TZVPD.

Values from the calculation:
Orbital gap (alpha / beta): 8.25 / 7.43 eV
HOMO energy (alpha / beta): -7.6 / -7.4 eV

Last column: Löwdin charge in e.
Cartesian coordinates (Å):
C -0.85989 -1.09027 -0.18793  -0.257
C 0.27932 -0.57578 -0.54996  0.104
C -2.24629 -0.42375 -0.07162  -0.350
C 2.07359 -1.31930 -1.96844  -0.062
C 2.42083 -1.38536 0.57304  -0.040
C 2.34367 0.77711 -0.64703  -0.069
C -0.87404 2.53991 1.28441  -0.164
C -3.37867 1.60290 0.80759  -0.050
C 1.78377 -0.63950 -0.61266  -0.619
N -1.03113 1.16807 1.10271  0.004
N -2.21324 0.82448 0.58282  -0.147
N -1.04610 -2.49190 -0.01559  0.100
O -3.27625 -0.99789 -0.31466  0.086
H 1.87675 -0.69346 -2.89164  0.104
H 3.13159 -1.78683 -1.90093  0.112
H 1.47458 -2.17331 -2.13643  0.047
H 1.94156 -2.37115 0.76763  0.096
H 2.37089 -0.75346 1.40864  0.064
H 3.41342 -1.68510 0.40219  0.060
H 1.86564 1.27285 -1.52729  0.101
H 3.42780 0.61145 -0.69832  0.081
H 2.34621 1.18788 0.41590  0.096
H 0.25311 2.65126 1.28813  0.090
H -1.31564 3.18586 0.50980  0.085
H -1.28852 2.94231 2.23393  0.085
H -3.24316 2.15325 1.77390  0.096
H -3.59670 2.36164 0.00235  0.109
H -4.28530 0.99725 0.88714  0.091
H -0.33131 -3.07118 -0.33412  0.052
H -2.01649 -2.81794 -0.18356  0.097